(w)
This record from the OMol25 dataset describes the molecule C3H5NOS2. The level of theory is the ωB97M-V functional and the def2-TZVPD basis.

The geometry in ORCA input format:
```
! wB97M-V def2-TZVPD RIJCOSX def2/J DEFGRID3
* xyz 0 1
S 2.7141 0.5617 -0.1091
C 1.1406 -0.1027 -0.1769
N 0.5427 -1.1741 -0.6905
O -0.8125 -1.0079 -0.6951
C -1.0328 -0.3840 0.4538
C -0.0177 0.6305 0.5625
S -0.3378 2.2842 -0.4760
H 0.9626 -1.9923 -1.0830
H -2.0733 -0.0446 0.8571
H -0.7276 -1.1396 1.2426
H 0.3603 0.9693 1.5029
H -0.7186 1.3995 -1.3881
*
```

Results
HOMO energy: -8.4874 eV
SMILES: S=C1NOC[C@@H]1S

Results of the Mulliken charge analysis, in e, for atoms 1 through 4: number 1, S, carries -0.269; number 2, C, carries 0.065; number 3, N, carries -0.013; number 4, O, carries -0.259


(x)
This record from the OMol25 dataset describes the molecule C3H5NOS2. The level of theory is the ωB97M-V functional and the def2-TZVPD basis.

The geometry in ORCA input format:
```
! wB97M-V def2-TZVPD RIJCOSX def2/J DEFGRID3
* xyz 0 1
C -2.1567 0.8483 0.1655
N -1.0924 0.3560 -0.3796
O 0.0329 0.7830 0.2742
C 1.1459 0.3346 -0.4277
C 1.3812 -1.1757 -0.3000
S 2.2527 -1.9811 -1.3972
S 0.6027 -1.9213 1.1247
H -2.2447 1.5934 0.9984
H -3.0290 0.4104 -0.3144
H 1.0321 0.5930 -1.5221
H 1.9468 0.8961 0.0662
H 0.1284 -0.7367 1.7121
*
```

Results
HOMO energy: -8.8188 eV
SMILES: C=NOCC(=S)S

Results of the Mulliken charge analysis, in e, for atoms 1 through 4: number 1, C, carries -0.289; number 2, N, carries -0.419; number 3, O, carries -0.154; number 4, C, carries -0.267


Most stable to least stable: (x), (w)


(w)
This record from the OMol25 dataset describes a cluster of 4 separate species, C2H13NO3 in total. The level of theory is the ωB97M-V functional and the def2-TZVPD basis.

The geometry in ORCA input format:
```
! wB97M-V def2-TZVPD RIJCOSX def2/J DEFGRID3
* xyz 0 1
C -2.1148 0.9681 -1.2431
C -2.5016 -0.4188 -0.7260
N -1.3952 -1.1505 -0.1404
H -2.1241 1.6452 -0.4055
H -2.8127 1.3028 -2.0128
H -1.1528 0.9715 -1.7716
H -2.9114 -1.0232 -1.5225
H -3.2965 -0.2754 0.0002
H -1.7089 -1.9723 0.3491
H -0.7709 -0.6540 0.4695
O 0.7189 -2.9885 1.4645
H 0.9842 -2.5166 0.6610
H 1.5850 -3.1337 1.8696
O 1.1881 -1.4002 -1.2031
H 0.3049 -1.7059 -1.4765
H 1.8752 -1.6318 -1.8461
O 5.0685 4.8228 2.5752
H 4.8607 3.9646 2.1890
H 4.2034 5.1959 2.7698
*
```

Results
HOMO energy: -9.2434 eV
SMILES: CCN.O.O.O

Results of the Mulliken charge analysis, in e, for atoms 1 through 4: number 1, C, carries -1.008; number 2, C, carries -0.394; number 3, N, carries -0.444; number 4, H, carries 0.301


(x)
This record from the OMol25 dataset describes a cluster of 4 separate species, C2H13NO3 in total. The level of theory is the ωB97M-V functional and the def2-TZVPD basis.

The geometry in ORCA input format:
```
! wB97M-V def2-TZVPD RIJCOSX def2/J DEFGRID3
* xyz 0 1
C 2.4206 2.2748 0.3027
C 1.8660 0.9337 -0.0771
N 0.9895 0.3178 0.9831
H 3.0573 2.2977 1.1795
H 2.8938 2.7330 -0.5673
H 1.6056 2.9688 0.5334
H 1.2275 1.0315 -0.9575
H 2.6355 0.2060 -0.3496
H 1.0756 -0.6866 0.8610
H 1.3331 0.5871 1.8847
O -0.5532 -3.3195 0.0305
H -1.0370 -2.6148 -0.4112
H -0.7915 -3.2698 0.9540
O -1.5059 1.2830 -0.1485
H -0.6965 0.7965 0.1282
H -1.3012 2.1866 0.1103
O -2.6583 -1.1582 -0.9651
H -2.3794 -1.4000 -1.8584
H -2.2602 -0.2714 -0.8925
*
```

Results
HOMO energy: -10.1385 eV
SMILES: CCN.O.O.O

Results of the Mulliken charge analysis, in e, for atoms 1 through 4: number 1, C, carries -1.145; number 2, C, carries -0.169; number 3, N, carries -0.649; number 4, H, carries 0.343


Most stable to least stable: (x), (w)


(w)
This record from the OMol25 dataset describes the molecule C3H8N4O. The level of theory is the ωB97M-V functional and the def2-TZVPD basis.

The geometry in ORCA input format:
```
! wB97M-V def2-TZVPD RIJCOSX def2/J DEFGRID3
* xyz 0 1
H -2.0505 1.2226 -1.8551
N -2.0254 0.5642 -1.0706
C -0.7838 0.3905 -0.7431
N 0.1649 1.0808 -1.4239
N -0.4862 -0.5433 0.2693
N -1.5681 -1.4293 0.6093
C 0.7554 -0.8609 0.8503
C 1.6756 0.3084 1.0980
O 1.1131 -2.0088 1.1289
H 0.0412 2.0875 -1.3890
H 1.1306 0.8276 -1.2711
H -2.3680 -1.0800 0.0631
H -1.3291 -2.3360 0.2057
H 2.4249 0.3692 0.3057
H 2.1845 0.1593 2.0550
H 1.1209 1.2482 1.1675
*
```

Results
HOMO energy: -9.0508 eV
SMILES: [H]/N=C(\N)N(N)C(C)=O

Results of the Mulliken charge analysis, in e, for atoms 1 through 4: number 1, H, carries 0.256; number 2, N, carries -0.715; number 3, C, carries 0.528; number 4, N, carries -0.525


(x)
This record from the OMol25 dataset describes the molecule C3H8N4O. The level of theory is the ωB97M-V functional and the def2-TZVPD basis.

The geometry in ORCA input format:
```
! wB97M-V def2-TZVPD RIJCOSX def2/J DEFGRID3
* xyz 0 1
H -2.8633 -2.0182 0.0188
N -2.3236 -1.9167 -0.8289
C -1.5158 -0.9551 -0.8179
N -0.5589 -0.7873 -1.7885
O -1.3189 -0.1598 0.2912
C -0.1972 0.6746 0.2765
C 0.7940 0.2980 1.3600
N 2.0728 0.9242 1.0677
N -0.1372 1.6668 -0.4886
H 0.6683 2.2586 -0.3038
H -0.3601 0.1736 -2.0372
H -0.7143 -1.3681 -2.5974
H 0.8201 -0.8019 1.4356
H 0.4247 0.6890 2.3145
H 2.7100 0.8211 1.8466
H 2.4995 0.5014 0.2514
*
```

Results
HOMO energy: -9.4544 eV
SMILES: [H]/N=C(/N)O/C(CN)=N/[H]

Results of the Mulliken charge analysis, in e, for atoms 1 through 4: number 1, H, carries 0.269; number 2, N, carries -0.717; number 3, C, carries 0.488; number 4, N, carries -0.483


Most stable to least stable: (x), (w)